DFT (ωB97M-V/def2-TZVPD) results for C6H3N in the gas phase.

Geometry as XYZ:
```
10
Properties=species:S:1:pos:R:3
C 1.8631 -0.3969 0.3305
C 1.8150 -1.5460 -0.3659
C 1.7416 0.9864 0.2426
C -0.2491 0.3262 -0.2507
C -1.5527 0.5949 -0.1855
C 0.4038 -1.0010 0.0483
N 0.6484 1.4262 -0.1398
H -2.0017 1.5618 -0.1527
H -2.3447 -0.2240 -0.1371
H -0.3238 -1.7276 0.6103
```

Calculated values
HOMO level (alpha / beta) ... -8.590 / -9.521 eV
Lowest unoccupied orbital energy (alpha / beta) ... -0.053 / -0.062 hartree
Energy above the lowest of the compared OMol25 structures with the same formula, charge and spin ... 90.9 kcal per mole
Electronic energy ... -7751.784 eV

natural (NBO) population analysis, charges in e, atoms 1 to 6: number 1, C, carries -0.192; number 2, C, carries 0.075; number 3, C, carries 0.333; number 4, C, carries 0.057; number 5, C, carries -0.299; number 6, C, carries -0.222


DFT (ωB97M-V/def2-TZVPD) results for a gas-phase ion, C6H3N2O4S (charge -1).

Geometry as XYZ:
```
16
Properties=species:S:1:pos:R:3
O -3.7172 0.6939 -1.0726
S -2.9624 -0.3394 -0.4086
O -3.4557 -1.6791 -0.5882
O -2.7278 0.0029 1.1831
C -1.5088 -0.0066 0.4500
N -0.4687 -1.4291 0.5280
C 0.6571 -0.8160 0.2627
C 2.0162 -1.2219 0.0853
C 2.7426 -0.0910 -0.1645
N 1.9508 1.0135 -0.1794
C 0.6521 0.6043 0.0869
C -0.6098 1.1798 0.2080
O -1.0142 2.3488 0.1202
H 2.3994 -2.2217 0.1484
H 3.8017 -0.0019 -0.3428
H 2.2444 1.9634 -0.3165
```

Calculated values
Charge ... -1
HOMO level (alpha / beta) ... -3.174 / -3.174 eV
Lowest unoccupied orbital energy (alpha / beta) ... 0.126 / 0.126 hartree
SMILES ... O=S1(=O)O[C@@]12N=c1cc[nH]c1=C2[O-]
Energy above the lowest of the compared OMol25 structures with the same formula, charge and spin ... 17.3 kcal per mole
Electronic energy ... -28273.707 eV

natural (NBO) population analysis, charges in e, atoms 1 to 6: number 1, O, carries -0.901; number 2, S, carries 2.248; number 3, O, carries -0.896; number 4, O, carries -0.654; number 5, C, carries 0.085; number 6, N, carries -0.545


DFT (ωB97M-V/def2-TZVPD) results for C6H3NO in the gas phase.

Geometry as XYZ:
```
11
Properties=species:S:1:pos:R:3
C -3.0074 0.0446 -0.2074
C -1.6719 0.2926 -0.2323
C -0.1909 0.1450 0.0467
C 0.5773 -0.9692 0.2926
C 1.9908 -0.6270 -0.0565
N 2.1023 0.7253 -0.4252
C 0.7724 1.2812 0.0087
O 0.3448 2.3905 0.2116
H -4.1987 0.1711 0.0794
H 0.3465 -2.0855 0.5668
H 2.9349 -1.3684 -0.2844
```

Calculated values
HOMO level ... -9.289 eV
Lowest unoccupied orbital energy ... -0.067 hartree
SMILES ... C#CC1=CC=NC1=O
Energy above the lowest of the compared OMol25 structures with the same formula, charge and spin ... 104.8 kcal per mole
Electronic energy ... -9801.664 eV

natural (NBO) population analysis, charges in e, atoms 1 to 6: number 1, C, carries -0.205; number 2, C, carries -0.043; number 3, C, carries -0.132; number 4, C, carries -0.234; number 5, C, carries 0.097; number 6, N, carries -0.459


DFT (ωB97M-V/def2-TZVPD) results for C6H3NO2S2 in the gas phase.

Geometry as XYZ:
```
14
Properties=species:S:1:pos:R:3
H -2.7157 2.5331 -0.3213
N -1.8045 2.3114 -0.0801
C -1.6182 1.0882 -0.0699
C -2.5307 -0.1393 0.1236
O -3.7587 -0.0608 -0.0403
S -1.6324 -1.6590 -0.0224
C -0.0509 -0.8816 -0.0343
C 1.2475 -1.4164 -0.0131
C 2.1697 -0.4104 -0.0008
O 3.4982 -0.6059 -0.0463
S 1.4331 1.1829 0.0664
C -0.1129 0.4848 0.0595
H 1.6390 -2.4735 0.1688
H 4.2363 0.0465 0.2102
```

Calculated values
HOMO level ... -8.394 eV
Lowest unoccupied orbital energy ... -0.033 hartree
SMILES ... [H]/N=C1\C(=O)Sc2cc(O)sc21
Energy above the lowest of the compared OMol25 structures with the same formula, charge and spin ... 22.7 kcal per mole
Electronic energy ... -33524.076 eV

natural (NBO) population analysis, charges in e, atoms 1 to 6: number 1, H, carries 0.356; number 2, N, carries -0.548; number 3, C, carries 0.233; number 4, C, carries 0.323; number 5, O, carries -0.502; number 6, S, carries 0.330


DFT (ωB97M-V/def2-TZVPD) results for a molecular structure, C6H3NO4Pb.

Geometry as XYZ:
```
15
Properties=species:S:1:pos:R:3
O 0.5483 -3.1218 -1.2344
C 0.6442 -1.9591 -1.3293
Pb 1.4955 0.4869 -0.6500
O -3.1194 0.3468 -3.3267
C -2.0735 0.4077 -2.9148
C 3.1412 0.4335 -2.6686
O 4.0993 0.4291 -3.3061
C 0.5669 3.0424 -1.3023
O 0.4500 4.2016 -1.1519
C -1.1443 -0.8516 3.3975
C -0.6403 -0.4615 2.1595
N -0.1478 -0.0891 1.1374
H -0.4204 -1.4800 3.9131
H -2.0610 -1.4133 3.2782
H -1.3385 0.0283 3.9986
```

Calculated values
Charge ... +2
HOMO level ... -19.500 eV
Lowest unoccupied orbital energy ... -0.366 hartree
Electronic energy ... -21178.554 eV

natural (NBO) population analysis, charges in e, atoms 1 to 6: number 1, O, carries -0.328; number 2, C, carries 0.476; number 3, Pb, carries 1.460; number 4, O, carries -0.413; number 5, C, carries 0.437; number 6, C, carries 0.437


DFT (ωB97M-V/def2-TZVPD) results for a molecular structure, C6H3NO4Ru.

Geometry as XYZ:
```
15
Properties=species:S:1:pos:R:3
Ru 0.1030 -0.3103 -1.3161
O -0.0545 -4.1473 -0.4099
C -0.0062 -3.0241 -0.6774
C -1.4485 0.7643 -1.6308
O -2.4107 1.3647 -1.9283
C 1.7344 0.6874 -1.3607
O 2.7605 1.2404 -1.4893
C 0.2473 -0.7404 -3.1459
O 0.3433 -0.8439 -4.3150
C -0.2489 0.9713 3.1940
C -0.1387 0.6237 1.7928
N -0.0549 0.2427 0.7002
H 0.5869 0.5380 3.7320
H -1.1853 0.5842 3.5804
H -0.2277 2.0494 3.2740
```

Calculated values
Charge ... +3
HOMO level (alpha / beta) ... -22.755 / -25.563 eV
Lowest unoccupied orbital energy (alpha / beta) ... -0.514 / -0.710 hartree
Energy above the lowest of the compared OMol25 structures with the same formula, charge and spin ... 0.0 kcal per mole
Electronic energy ... -18488.961 eV
Spin multiplicity ... 6

natural (NBO) population analysis, charges in e, atoms 1 to 6: number 1, Ru, carries 1.320; number 2, O, carries -0.259; number 3, C, carries 0.511; number 4, C, carries 0.423; number 5, O, carries -0.105; number 6, C, carries 0.422


no.,F_max (eV/A)
1,3.1
2,5.0
3,7.9
4,5.9
5,6.9
6,13.4